Entry from the Open Molecules 2025 dataset: a molecular structure, C21H36N9O2SYb at a distorted geometry (ωB97M-V/def2-TZVPD).

- strongest force on any atom (eV/A) = 2.23
- HOMO (alpha / beta) (eV) = -14.109 / -14.109
- electronic energy (Eh) = -3021.61011
- 2S+1 = 2
- <S²> = 0.751
- lowest unoccupied orbital energy (alpha / beta) (hartree) = -0.2203 / -0.2218
- gap between HOMO and LUMO (alpha / beta) (eV) = 8.113 / 8.074
- charge = +2

Atoms and positions in Å:
Yb -0.45163 0.10601 -0.35116
C 1.01138 3.27717 -0.24264
C 2.11481 2.28126 0.02947
N 1.65963 1.12587 0.83318
C 1.57787 1.39930 2.28524
C 0.35712 2.19828 2.72620
S -1.20572 1.70412 1.94470
C -1.75247 3.21164 1.09332
C -1.45514 3.26808 -0.40541
N -0.18711 2.59936 -0.76441
H 1.36623 4.03276 -0.94631
H 0.74325 3.82160 0.65874
H 2.95424 2.78165 0.51977
H 2.49678 1.88591 -0.91302
H 2.37973 0.41785 0.72746
H 2.47374 1.92695 2.62650
H 1.58876 0.43822 2.78650
H 0.47957 3.26627 2.56185
H 0.23603 2.07592 3.80204
H -1.31600 4.04331 1.64608
H -2.82777 3.28100 1.24718
H -1.45360 4.31573 -0.71780
H -2.24790 2.77459 -0.96075
H -0.15729 2.59266 -1.77793
N -1.00071 -2.12194 -1.95759
C -1.94004 -1.86471 -3.09715
C -3.07220 -0.94591 -2.63060
C -2.36595 0.07161 -1.81530
O -2.57007 0.17475 -0.55291
O -1.33196 0.63761 -2.29271
H -0.13786 -2.48606 -2.34707
H -1.36965 -2.88494 -1.40701
H -2.33713 -2.79055 -3.50730
H -1.36846 -1.37261 -3.87868
H -3.80954 -1.46444 -2.02085
H -3.57516 -0.49298 -3.48646
N 5.11010 -3.56742 -1.14048
C 4.39408 -2.77616 -1.56512
C 3.49322 -1.78166 -2.09924
C 3.64757 -1.22808 -3.36517
C 2.73495 -0.27862 -3.79246
C 1.69921 0.08460 -2.95046
N 1.55364 -0.44212 -1.72511
C 2.43150 -1.35917 -1.31768
H 4.46666 -1.54271 -3.99956
H 2.81631 0.17434 -4.77092
H 0.94876 0.79704 -3.26733
H 2.29685 -1.78295 -0.32676
C -0.03746 -1.48675 2.56366
N -0.25720 -2.37365 3.67718
C -0.01091 -3.75010 3.22712
N -0.89635 -4.10876 2.11499
C -0.67911 -3.19771 1.01693
N -0.91898 -1.76253 1.38365
C -2.34517 -1.69130 1.87967
N -2.57753 -2.59383 2.98790
C -1.66811 -2.25082 4.08561
C -2.29064 -3.96707 2.56071
H 1.00347 -1.56832 2.23159
H -0.23366 -0.46883 2.88841
H -0.18512 -4.43434 4.05549
H 1.02928 -3.84743 2.91111
H -1.38112 -3.46231 0.23126
H 0.34385 -3.29604 0.64199
H -2.99530 -1.94082 1.04232
H -2.55308 -0.66871 2.18300
H -1.84961 -2.91743 4.92678
H -1.86209 -1.22638 4.40811
H -2.96081 -4.24109 1.74504
H -2.46464 -4.64716 3.39237

Löwdin population analysis, charges in e, atoms 1 to 4:
1. Yb 1.64
2. C -0.17
3. C -0.18
4. N -0.14